{
  "formula": "C14H16ClLuN",
  "method": "wB97M-V/def2-TZVPD",
  "elements": ["C", "C", "C", "C", "C", "Lu", "N", "C", "C", "H", "H", "H", "H", "H", "H", "H", "H", "H", "H", "Cl", "C", "C", "C", "C", "C", "C", "C", "H", "H", "H", "H", "H", "H"],
  "xyz": [[-0.683, 0.548, -3.160], [0.732, 0.770, -2.984], [0.890, 1.604, -1.839], [-0.381, 1.885, -1.310], [-1.352, 1.239, -2.106], [-0.204, -0.930, -1.221], [-2.522, -1.308, -1.287], [-0.216, -2.819, -1.919], [1.155, -2.606, -2.058], [1.838, 2.066, -1.512], [1.511, 0.443, -3.676], [-0.616, 2.637, -0.526], [-2.441, 1.359, -2.026], [-1.169, 0.053, -4.005], [1.522, -2.216, -3.123], [-0.525, -3.501, -1.105], [-3.213, -2.096, -1.586], [1.897, -3.040, -1.248], [-0.724, -2.878, -2.911], [-2.513, 0.954, 2.747], [-0.811, 0.899, 3.004], [-0.259, 1.747, 3.979], [1.129, 1.845, 4.096], [1.943, 1.133, 3.228], [1.400, 0.259, 2.283], [-0.007, 0.043, 2.178], [-0.514, -0.928, 1.243], [-0.913, 2.331, 4.620], [1.565, 2.483, 4.863], [3.030, 1.245, 3.276], [2.052, -0.268, 1.578], [-0.006, -1.906, 1.286], [-1.597, -1.048, 1.223]],
  "energy_ev": -62406.4971,
  "total_charge": -1,
  "homo_lumo_gap_ev": [6.4, 6.8],
  "lumo_energy_ev": [3.20, 3.13]
}